Formula: C44H44BrF6N2O6P4Sr
Source: the OMol25 dataset
Level of theory: ωB97M-V/def2-TZVPD

Last column: Mulliken charge in e.
Positions of all 108 atoms, in Å:
1 Sr -0.757 -1.404 0.104  1.55
2 C 3.730 -1.851 -1.125  -1.05
3 P 3.152 -1.913 0.610  1.36
4 C 4.746 -1.707 1.501  -1.63
5 C 2.945 -3.742 0.798  -0.94
6 C 2.343 -4.136 2.156  -1.43
7 P 0.579 -3.599 2.209  1.68
8 C -0.195 -5.040 1.387  -1.29
9 C 0.064 -3.881 3.932  -1.47
10 H 4.098 -0.854 -1.373  0.27
11 H 2.891 -2.070 -1.789  -0.01
12 H 4.523 -2.582 -1.313  0.48
13 H 5.512 -2.399 1.139  0.46
14 H 4.609 -1.869 2.572  0.39
15 H 5.111 -0.685 1.371  0.34
16 H 3.918 -4.217 0.632  0.66
17 H 2.286 -4.073 -0.012  0.21
18 H 2.891 -3.652 2.972  0.40
19 H 2.420 -5.215 2.318  0.57
20 H 0.087 -5.973 1.884  0.46
21 H 0.097 -5.092 0.338  0.18
22 H -1.279 -4.925 1.416  0.27
23 H 0.202 -4.923 4.233  0.47
24 H -0.991 -3.608 4.011  0.32
25 H 0.630 -3.241 4.611  0.25
26 N 0.151 2.348 -0.995  -0.21
27 P 1.389 1.402 -0.299  0.43
28 C 2.805 1.883 -1.369  0.40
29 C 4.102 1.974 -0.864  -0.66
30 C 5.173 2.239 -1.704  -0.50
31 C 4.968 2.421 -3.066  -0.56
32 C 3.683 2.335 -3.578  -0.58
33 C 2.612 2.063 -2.737  -0.27
34 C 1.839 2.327 1.217  0.56
35 C 1.598 3.690 1.372  -0.61
36 C 1.928 4.338 2.552  -0.77
37 C 2.515 3.629 3.594  -0.80
38 C 2.775 2.275 3.446  -0.60
39 C 2.436 1.631 2.263  0.01
40 P -1.334 1.636 -1.518  1.04
41 C -1.296 2.227 -3.250  0.61
42 C -0.660 1.401 -4.177  -0.71
43 C -0.516 1.795 -5.499  -0.99
44 C -1.019 3.023 -5.912  -0.60
45 C -1.661 3.848 -5.000  -0.75
46 C -1.801 3.451 -3.676  -0.82
47 C -2.571 2.716 -0.740  0.36
48 C -2.239 3.788 0.084  -0.23
49 C -3.235 4.528 0.708  -0.62
50 C -4.568 4.190 0.521  -0.59
51 C -4.905 3.105 -0.278  -0.53
52 C -3.912 2.370 -0.905  -0.37
53 H 0.410 3.238 -1.407  0.49
54 H 4.282 1.847 0.197  0.29
55 H 6.172 2.308 -1.290  0.40
56 H 5.805 2.631 -3.719  0.37
57 H 3.502 2.474 -4.637  0.44
58 H 1.617 1.991 -3.156  0.05
59 H 1.139 4.253 0.568  0.30
60 H 1.724 5.396 2.663  0.43
61 H 2.762 4.132 4.521  0.38
62 H 3.220 1.709 4.254  0.47
63 H 2.619 0.567 2.157  0.08
64 H -0.260 0.444 -3.859  0.78
65 H -0.021 1.137 -6.202  0.50
66 H -0.918 3.329 -6.946  0.37
67 H -2.058 4.804 -5.318  0.42
68 H -2.315 4.097 -2.973  0.45
69 H -1.199 4.028 0.263  0.22
70 H -2.970 5.355 1.355  0.40
71 H -5.349 4.747 1.023  0.34
72 H -5.936 2.792 -0.375  0.39
73 H -4.185 1.482 -1.462  0.27
74 O -6.073 -0.510 3.471  -0.66
75 C -5.161 -0.829 2.746  0.35
76 C -4.962 -0.407 1.299  0.01
77 O -5.722 0.285 0.643  -0.73
78 C -3.658 -0.943 0.907  0.74
79 C -3.131 -1.778 1.929  0.26
80 O -2.028 -2.407 1.796  0.27
81 C -3.958 -1.679 3.132  -0.29
82 O -3.722 -2.120 4.245  -0.76
83 O -3.030 -0.697 -0.181  -0.30
84 C -1.976 -2.241 -3.341  -1.84
85 C -0.965 -3.206 -2.708  1.14
86 O -0.276 -2.654 -1.681  -0.90
87 C -1.758 -4.433 -2.190  0.25
88 F -0.961 -5.460 -1.837  -0.31
89 F -2.455 -4.082 -1.099  -0.15
90 F -2.648 -4.927 -3.076  -0.32
91 C 0.036 -3.662 -3.790  0.13
92 F 1.054 -4.382 -3.301  -0.23
93 F 0.590 -2.591 -4.400  -0.21
94 F -0.539 -4.403 -4.766  -0.31
95 H -2.659 -1.884 -2.567  0.39
96 H -2.560 -2.699 -4.139  0.43
97 H -1.442 -1.386 -3.748  0.22
98 Br 0.645 -0.551 6.130  -0.21
99 C -0.379 0.088 4.667  -0.46
100 C -1.517 0.847 4.879  -0.46
101 C -2.178 1.331 3.769  -1.03
102 C -1.681 1.024 2.510  -0.12
103 N -0.600 0.270 2.306  1.43
104 C 0.033 -0.202 3.384  -0.79
105 H -1.871 1.045 5.882  0.45
106 H -3.082 1.917 3.859  0.58
107 H -2.173 1.412 1.625  -0.04
108 H 0.902 -0.827 3.216  0.51

Its net charge is -1. The calculation puts the frontier orbital gap at 6.14 eV. The calculation puts the HOMO energy at -4.12 eV. For the relative energy (zero: lowest compared OMol25 entry of this formula, charge and spin), the calculation gives 40.5 kJ/mol.